The following is a quantum chemistry calculation of a molecular structure, C55H71Br3N3O15 at a distorted geometry, from the OMol25 dataset.

Geometry as XYZ:
```
147
Properties=species:S:1:pos:R:3:forces:R:3:mulliken_charge:R:1
C 2.436206 -1.584187 2.903572 0.81 0.16 -0.68 -1.45
C 1.173637 -1.250029 2.139646 -0.95 0.04 -0.69 1.53
C 1.430961 -1.010147 0.632890 1.24 -0.04 0.24 1.84
C 0.216122 -0.570912 -0.186845 -0.47 0.18 1.63 0.82
N 0.326519 -0.521957 -1.687782 1.64 -0.45 -0.01 1.73
C 1.115541 -1.779843 -2.126360 0.06 2.88 -2.22 0.98
C 1.666743 -1.444280 -3.536280 -3.01 -0.38 1.19 -2.14
C 1.896161 0.037983 -3.434756 -10.88 -3.66 -5.20 0.54
C 1.244336 0.633678 -2.197758 -2.74 -2.14 0.60 -0.07
C -1.030447 -0.361226 -2.337708 0.29 0.13 -1.24 0.99
C -1.908793 -1.592813 -2.341640 -0.32 -0.72 0.25 -1.18
C -3.251667 -1.514854 -3.111622 1.12 0.61 0.02 -1.66
H 2.973562 -2.320375 2.296579 0.01 -0.17 0.25 0.43
H 2.258760 -2.017536 3.882491 -0.15 0.02 0.09 -0.38
H 3.153408 -0.767167 3.014256 -0.29 0.24 0.08 0.21
H 0.585407 -0.412897 2.524701 0.18 0.03 0.35 -0.01
H 0.566776 -2.154555 2.219132 -0.38 0.37 0.11 -0.84
H 1.850986 -1.944761 0.256282 -0.06 0.33 0.29 -0.87
H 2.269321 -0.307379 0.581160 -0.74 0.11 -0.02 -0.97
H -0.088185 0.393768 0.229691 -0.01 0.32 -0.64 -0.67
H -0.618475 -1.221759 0.080080 0.19 -0.11 -0.47 -0.17
H 0.484241 -2.658845 -2.022155 -0.74 4.99 -2.90 0.15
H 1.964535 -1.949745 -1.469851 -0.39 0.64 0.00 -1.27
H 0.797306 -1.601227 -4.177238 0.38 -0.31 -0.62 0.48
H 2.506276 -2.065621 -3.827986 0.02 0.09 0.05 0.90
H 1.321859 0.498823 -4.240941 0.13 0.20 -0.74 -0.65
H 2.945048 0.318558 -3.515474 -3.25 -6.03 -9.37 1.48
H 0.574189 1.475423 -2.351332 0.06 0.19 -0.18 0.48
H 1.927934 0.816622 -1.369533 -2.46 -0.02 -0.83 -0.84
H -0.808016 -0.127797 -3.385012 0.06 0.13 0.00 0.53
H -1.440209 0.560331 -1.921156 -0.17 -0.35 0.28 -0.43
H -2.067201 -1.898737 -1.305979 0.04 -0.44 -0.33 0.21
H -1.396634 -2.384875 -2.892614 0.33 -0.12 0.40 0.37
H -3.000037 -1.316697 -4.157014 -0.23 0.30 -0.05 0.39
H -3.887474 -0.721418 -2.722172 -0.31 -0.12 -0.11 0.30
H -3.735918 -2.487629 -3.119044 -0.18 0.08 0.36 0.41
C 1.706764 -2.056054 8.612047 -1.14 -0.50 -0.75 -0.38
Br 1.049862 -0.232469 8.937869 0.61 -0.98 0.16 -0.04
Br 1.719993 -2.387371 6.700947 0.04 0.11 -0.14 0.03
Br 0.529345 -3.426065 9.434788 0.71 0.82 -0.11 -0.02
H 2.742906 -2.278972 8.829986 -0.14 0.55 0.90 0.47
C -3.637591 2.784357 -2.381088 0.02 -0.55 -1.31 -0.17
C -4.396322 3.681668 -3.148837 1.03 -0.36 0.72 -0.91
C -4.213556 5.042350 -2.941419 -0.84 -0.42 -0.47 0.44
C -3.394259 5.475702 -1.904438 0.44 -0.15 0.41 -0.67
C -2.635545 4.563864 -1.187037 -0.48 0.49 0.15 -0.71
C -2.744290 3.206982 -1.439986 1.21 0.50 0.49 0.33
O -1.842686 2.320312 -0.888114 -0.58 -0.06 -0.03 1.22
O -4.912553 5.939138 -3.694534 -0.04 1.13 0.46 -0.60
H -3.520893 1.762416 -2.730964 -0.51 -0.16 0.24 0.35
H -5.012779 3.275850 -3.938440 -0.10 0.24 -0.07 0.38
H -3.258434 6.494212 -1.567412 -0.39 0.27 -0.66 0.48
H -1.978260 4.981748 -0.433549 0.14 -0.33 0.10 0.48
H -1.334885 2.744569 -0.176064 0.14 -0.02 -0.34 -0.86
H -4.981552 5.742244 -4.630402 0.12 -0.51 0.04 0.34
C -2.412855 -0.337480 2.790027 -0.12 0.39 0.15 0.65
C -2.731423 0.583133 3.802778 -0.56 -0.74 -0.26 -0.65
C -3.584852 1.648853 3.538106 1.12 -0.38 0.54 0.49
C -4.019057 1.889008 2.246317 0.14 0.30 -1.37 -0.83
C -3.603523 1.073159 1.203118 0.05 -0.46 1.47 -1.08
C -2.871623 -0.075798 1.526708 -0.68 0.15 -1.50 0.45
O -2.715304 -1.007036 0.494344 0.10 0.38 0.82 -0.64
O -3.921130 2.546145 4.490148 -1.06 1.28 -0.13 -0.60
H -1.855199 -1.255017 2.926424 0.05 0.11 0.40 0.12
H -2.473627 0.379527 4.835052 0.27 0.01 -0.02 0.44
H -4.621151 2.734945 1.940249 -0.06 0.19 0.61 0.45
H -3.878353 1.291511 0.179706 -0.16 -0.05 0.04 0.44
H -3.149567 -0.587718 -0.254927 -0.04 -0.23 -0.18 0.14
H -3.570463 2.491839 5.378501 0.37 -0.78 -0.09 0.39
C -0.473184 2.733386 -5.734758 -0.18 -1.30 1.24 -0.51
C -1.841367 2.627124 -5.531676 -0.71 1.16 -0.62 -0.17
C -2.597101 1.666475 -6.178161 0.31 -0.57 -0.27 0.15
C -1.950087 0.666919 -6.931555 -0.80 0.98 1.10 -0.54
C -0.587049 0.724414 -7.058393 0.30 -1.06 0.26 -0.54
C 0.149078 1.693541 -6.388330 0.98 0.38 -1.18 0.48
O 1.528596 1.627670 -6.532108 -0.41 0.01 0.19 -0.58
O -3.971476 1.645496 -6.091811 0.23 0.11 0.54 -0.54
H 0.054234 3.397043 -5.060601 0.31 0.33 -0.44 0.17
H -2.292340 3.441938 -4.978754 -0.38 -0.30 0.15 0.40
H -2.590610 -0.139319 -7.266048 0.36 -0.09 -0.57 0.45
H -0.081631 -0.087787 -7.566381 0.21 0.20 -0.09 0.45
H 1.889887 2.452975 -6.197248 0.11 0.02 -0.06 0.34
H -4.223824 0.720880 -5.991866 -0.29 0.08 -0.14 0.33
C 2.490668 -4.824220 1.469271 -0.19 0.55 -0.29 -1.05
C 1.199335 -4.324516 1.574265 0.55 -0.64 -0.02 0.10
C 0.552206 -3.866997 0.433611 -0.09 -0.93 0.34 -0.44
C 1.213281 -3.806440 -0.774552 0.01 -2.59 1.17 -0.49
C 2.567996 -4.149170 -0.860559 -0.25 -0.34 0.53 0.47
C 3.176076 -4.685651 0.258356 0.03 -0.09 0.24 0.46
O 4.444088 -5.194086 0.221804 0.39 -0.51 0.62 -0.59
O -0.780789 -3.554189 0.459157 -0.19 0.32 -0.59 -0.69
H 2.992255 -5.275960 2.313126 0.05 0.09 0.04 0.47
H 0.693100 -4.321665 2.530706 -0.12 -0.20 -0.02 0.27
H 0.628405 -3.415623 -1.597543 1.06 -5.38 2.78 0.64
H 3.220801 -4.056101 -1.719342 -0.48 0.07 -0.49 0.35
H 5.080146 -4.749838 -0.338187 -0.35 0.29 -0.30 0.28
H -1.096291 -3.397244 1.354791 0.33 -0.03 0.16 0.25
C -2.097617 -2.498390 6.845155 0.46 -0.25 -1.32 -1.12
C -1.541242 -2.596023 5.565652 -1.17 0.11 -0.12 0.12
C -2.099451 -3.505144 4.667092 0.49 0.63 0.36 -0.58
C -3.191491 -4.277589 5.002330 0.37 0.02 -0.36 -0.61
C -3.765243 -4.135282 6.246050 -0.27 -0.98 0.21 -0.89
C -3.156273 -3.338558 7.179954 0.77 1.13 1.26 0.75
O -3.564288 -3.375560 8.483293 -0.81 -0.33 -0.11 -0.59
O -1.574724 -3.565753 3.379395 -0.37 -0.06 -0.26 -0.13
H -1.703226 -1.752877 7.524005 -0.02 -0.15 0.24 0.40
H -0.835853 -1.864136 5.197691 0.31 -0.18 0.14 1.26
H -3.519024 -5.022038 4.285852 -0.35 0.08 0.06 0.44
H -4.608223 -4.749511 6.534354 0.01 0.03 0.06 0.39
H -3.080456 -2.744105 9.021173 0.14 0.07 -0.11 0.30
H -2.356151 -3.723427 2.832157 0.15 -0.16 -0.13 0.20
C 5.001854 -1.465842 -0.825191 -1.44 1.70 -0.75 -0.76
C 4.279848 -0.362799 -0.344311 0.68 -0.46 0.30 -0.37
C 3.585271 0.520088 -1.172269 2.26 -1.11 1.03 -0.85
C 3.506339 0.270358 -2.534617 10.33 2.25 7.83 0.93
C 4.224424 -0.795483 -3.065313 2.63 -1.01 0.38 -1.44
C 4.962291 -1.605574 -2.217497 0.72 -1.33 0.85 0.45
O 5.716799 -2.629884 -2.757341 -0.53 0.45 -1.18 -0.60
O 2.918060 1.567685 -0.607751 1.99 -1.82 2.22 0.51
H 5.544680 -2.129882 -0.170422 0.09 0.01 0.00 0.49
H 4.353814 -0.177880 0.720577 -0.24 0.25 0.02 0.45
H 2.891897 0.927139 -3.138550 4.59 9.56 5.17 0.33
H 4.337938 -1.032265 -4.114618 -0.25 0.34 -0.20 0.65
H 5.960768 -3.297949 -2.117154 0.03 0.18 0.33 0.35
H 2.817794 2.355146 -1.141993 0.46 0.22 -0.05 -0.08
C 1.971886 2.351368 2.065738 0.81 -0.44 0.04 -0.33
C 2.121685 1.977332 3.394757 -0.38 0.12 0.08 -0.80
C 1.074249 2.203067 4.282194 -0.10 -0.51 1.31 0.80
C -0.139838 2.597907 3.801037 -1.17 1.74 -1.19 -0.51
C -0.263116 3.024623 2.486694 0.17 -1.08 -1.77 -0.71
C 0.772396 2.831509 1.569218 0.35 0.26 1.23 0.41
O 0.577483 3.085026 0.240080 -0.34 0.47 -0.42 -0.53
O 1.232140 2.010726 5.640213 0.85 -0.52 -0.43 -0.56
H 2.837183 2.229664 1.422673 -0.33 -0.07 0.00 0.40
H 3.001688 1.426176 3.695393 0.19 0.46 0.28 0.43
H -1.049766 2.806918 4.350538 0.34 -0.34 0.76 0.50
H -1.203629 3.321039 2.033465 -0.25 0.21 0.53 0.32
H 1.375855 3.432945 -0.212533 -0.25 -0.13 0.57 0.21
H 0.424770 2.175541 6.132349 -0.18 0.08 -0.28 0.29
C 3.104409 3.975299 -2.212365 1.13 0.49 -2.04 0.64
O 2.907349 3.792675 -1.014611 -0.51 1.94 -0.30 -0.66
N 4.295383 3.621237 -2.801350 -0.64 0.10 0.98 -0.35
N 2.199691 4.444363 -3.120980 0.62 -0.75 1.57 -0.36
H 5.001051 3.233155 -2.202891 0.22 0.04 0.00 0.24
H 4.514183 3.832027 -3.754260 0.14 -0.03 -0.10 0.17
H 2.612126 4.626373 -4.010697 -0.88 0.55 -0.53 0.17
H 1.299986 4.702037 -2.751704 -0.08 0.43 -0.60 0.20
```
Forces are in eV/Å.

* E: -11152.487874 hartree
* charge: +1
* lowest unoccupied orbital energy: -2.3443 eV
* Kohn-Sham gap: 7.27 eV
* HOMO: -9.610 eV